(1)
The following is a DFT calculation (the ωB97M-V functional and the def2-TZVPD basis) of an isolated molecule of C3H3N3O.

```
10
Properties=species:S:1:pos:R:3:nbo_charge:R:1
O 3.0618 -0.2254 0.2800 -0.523
N 0.7693 -0.0987 0.1095 -0.368
N -0.1940 -0.8888 0.3764 -0.140
N -1.5787 0.7893 -0.3372 -0.236
C -1.1829 1.7290 -0.9264 0.230
C 1.9977 -0.7868 0.2915 0.507
C -1.4452 -0.4145 0.2005 -0.031
H 1.8856 -1.8788 0.4378 0.103
H -2.3112 -1.0111 0.4339 0.213
H -1.0025 2.7859 -0.8661 0.244
```

**Maximum force**: 0.73 eV Å⁻¹
**Orbital gap**: 7.96 eV
**Calculated total energy**: -9673.2397 eV
**HOMO**: -8.77 eV

---

(2)
The following is a DFT calculation (the ωB97M-V functional and the def2-TZVPD basis) of an isolated molecule of C3H3N3O at a distorted geometry.

```
10
Properties=species:S:1:pos:R:3:nbo_charge:R:1
O 1.0241 2.4729 -0.7358 -0.422
N 0.5597 -1.4304 -0.3597 -0.121
N 1.3732 -0.8409 -1.0507 -0.189
N -1.1414 -1.2944 1.2891 -0.565
C -0.4938 0.7723 0.2187 -0.607
C -0.4319 -0.6578 0.4570 0.337
C 0.4170 1.5453 -0.3658 0.656
H -0.9664 -2.2978 1.1880 0.359
H 1.2016 0.2279 -1.0599 0.247
H -1.4301 1.2945 0.3806 0.305
```

**Maximum force**: 1.50 eV Å⁻¹
**Orbital gap**: 9.31 eV
**Calculated total energy**: -9674.1598 eV
**HOMO**: -9.86 eV
**SMILES**: [H]/N=N\C(C=C=O)=N/[H]

---

(3)
The following is a DFT calculation (the ωB97M-V functional and the def2-TZVPD basis) of C3H3N3O as an isolated structure at a distorted geometry.

```
10
Properties=species:S:1:pos:R:3:nbo_charge:R:1
O -2.5830 0.1262 0.1249 -0.631
N 2.0362 -0.6203 0.1911 -0.219
N 0.4207 1.0216 -0.2090 -0.458
N 0.9181 -1.1924 -0.1371 -0.170
C -1.3539 -0.5870 -0.1504 0.332
C 1.6966 0.7244 0.0193 0.158
C -0.0170 -0.1846 -0.1576 0.059
H 2.5459 1.3778 0.1075 0.193
H -2.2083 1.1227 0.2125 0.507
H -1.4554 -1.7885 -0.0011 0.228
```

**Maximum force**: 6.50 eV Å⁻¹
**Orbital gap**: 8.58 eV
**Calculated total energy**: -9673.9842 eV
**HOMO**: -9.98 eV

---

(4)
The following is a DFT calculation (the ωB97M-V functional and the def2-TZVPD basis) of an isolated molecule of C3H3N3O.

```
10
Properties=species:S:1:pos:R:3:nbo_charge:R:1
O -1.5350 0.3596 1.3561 -0.459
N 2.4789 0.3714 0.9382 -0.674
N -0.0480 0.3450 -1.2761 -0.154
N 0.5453 1.1752 -0.3349 -0.355
C -1.6586 -0.4681 0.4852 0.356
C 1.5438 0.7630 0.2487 0.629
C -0.9936 -0.4095 -0.8707 -0.053
H -1.3657 -1.0782 -1.6447 0.200
H -2.3561 -1.3244 0.5883 0.121
H 3.3885 0.4720 0.5009 0.390
```

**Maximum force**: 0.83 eV Å⁻¹
**Orbital gap**: 8.92 eV
**Calculated total energy**: -9674.3320 eV
**HOMO**: -9.52 eV
**SMILES**: N=C=N/N=C\C=O

---

(5)
The following is a DFT calculation (the ωB97M-V functional and the def2-TZVPD basis) of an isolated molecule of C3H3N3O at a distorted geometry.

```
10
Properties=species:S:1:pos:R:3:nbo_charge:R:1
O 0.4481 -0.8673 -1.3455 -0.542
N -3.2197 -1.3153 -0.8839 -0.311
N -1.1617 -0.3287 0.2170 -0.669
N 0.9749 0.1975 0.7065 -0.495
C -2.2662 -0.9085 -0.3963 0.417
C 1.8616 1.0134 0.3553 0.029
C 0.1059 -0.4498 -0.2831 0.777
H 2.5669 1.3530 1.1034 0.180
H -1.2830 -0.0808 1.1909 0.444
H 1.9732 1.3865 -0.6643 0.168
```

**Maximum force**: 2.89 eV Å⁻¹
**Orbital gap**: 10.66 eV
**Calculated total energy**: -9676.2005 eV
**HOMO**: -10.57 eV
**SMILES**: C=NC(=O)NC#N

---

(6)
The following is a DFT calculation (the ωB97M-V functional and the def2-TZVPD basis) of an isolated molecule of C3H3N3O at a distorted geometry.

```
10
Properties=species:S:1:pos:R:3:nbo_charge:R:1
O 0.3655 -0.2758 2.4443 -0.520
N 0.9764 0.4922 -1.5132 -0.270
N -0.4216 0.5203 -1.9738 -0.244
N -0.2276 -0.1673 0.2204 -0.449
C -0.5272 -0.5963 1.5694 0.534
C -1.0456 -0.0118 -0.9520 0.157
C 1.0085 0.1322 -0.2436 0.171
H 1.8262 0.3229 0.3081 0.226
H -1.5273 -0.9349 1.8101 0.175
H -2.1270 -0.2422 -1.0495 0.219
```

**Maximum force**: 6.75 eV Å⁻¹
**Orbital gap**: 9.98 eV
**Calculated total energy**: -9675.3262 eV
**HOMO**: -10.54 eV
**SMILES**: O=Cn1cnnc1

---

(7)
The following is a DFT calculation (the ωB97M-V functional and the def2-TZVPD basis) of C3H3N3O as an isolated structure.

```
10
Properties=species:S:1:pos:R:3:nbo_charge:R:1
O -1.5820 0.6145 1.2134 -0.508
N 0.4977 1.4499 -0.5147 -0.246
N 1.9799 -0.1370 0.7099 -0.631
N -0.2473 0.8003 -1.3724 -0.076
C -1.3802 -0.3409 0.5089 0.381
C -0.5747 -0.3661 -0.7683 -0.239
C 1.0435 0.4335 0.1735 0.566
H -0.8120 -1.2120 -1.4160 0.218
H -1.8368 -1.3281 0.7151 0.135
H 2.9067 0.2710 0.6040 0.401
```

**Maximum force**: 0.66 eV Å⁻¹
**Orbital gap**: 9.06 eV
**Calculated total energy**: -9672.7109 eV
**HOMO**: -9.82 eV

---

(8)
The following is a DFT calculation (the ωB97M-V functional and the def2-TZVPD basis) of an isolated molecule of C3H3N3O at a distorted geometry.

```
10
Properties=species:S:1:pos:R:3:nbo_charge:R:1
O -1.4643 1.4107 -0.1641 -0.494
N -1.5828 -1.2722 0.1601 -0.531
N 1.7266 0.0291 -0.0744 -0.071
N 0.8497 -1.0316 -0.2112 -0.444
C -0.5322 -0.6467 -0.1181 0.304
C -0.3926 0.8089 -0.1465 0.386
C 0.9304 1.0987 0.1479 -0.153
H 1.4151 2.0158 0.4410 0.227
H -2.2960 -0.5763 -0.0259 0.371
H 1.3461 -1.8361 -0.0087 0.405
```

**Maximum force**: 4.98 eV Å⁻¹
**Orbital gap**: 8.08 eV
**Calculated total energy**: -9674.7360 eV
**HOMO**: -9.69 eV
**SMILES**: [H]/N=C1/NN=CC1=O

---

(9)
The following is a DFT calculation (the ωB97M-V functional and the def2-TZVPD basis) of an isolated molecule of C3H3N3O at a distorted geometry.

```
10
Properties=species:S:1:pos:R:3:nbo_charge:R:1
O -1.5244 0.3442 0.4114 -0.528
N 1.7367 0.2935 0.1341 -0.271
N -0.0708 -1.4192 -0.2798 -0.574
N 0.6972 1.1728 -0.2142 -0.312
C 1.2057 -0.8802 0.1715 0.264
C -0.4568 1.3023 -0.0978 0.354
C -1.2973 -0.8301 -0.1420 0.465
H 2.0274 -1.7080 0.3642 0.195
H -2.2823 -1.3503 -0.2424 0.199
H -0.8015 2.4235 -0.4841 0.208
```

**Maximum force**: 7.38 eV Å⁻¹
**Orbital gap**: 9.65 eV
**Calculated total energy**: -9672.6840 eV
**HOMO**: -9.85 eV
**SMILES**: C1=NC=NN=CO1

---

(10)
The following is a DFT calculation (the ωB97M-V functional and the def2-TZVPD basis) of a 2-piece molecular cluster, C3H3N3O overall at a distorted geometry.

```
10
Properties=species:S:1:pos:R:3:nbo_charge:R:1
O -1.8021 0.4530 0.8546 -0.534
N 2.0361 -0.0991 0.3546 -0.599
N -0.1515 2.4916 -0.4005 0.047
N 0.9274 2.4433 -0.6179 -0.046
C 0.9212 -0.5288 0.1421 0.524
C -1.5608 -0.6293 0.3634 0.409
C -0.2436 -1.1386 -0.0345 -0.577
H -2.3726 -1.3602 0.1679 0.115
H -0.1914 -2.1111 -0.5115 0.256
H 2.4689 0.5055 -0.3411 0.406
```

**Maximum force**: 1.92 eV Å⁻¹
**Orbital gap**: 10.17 eV
**Calculated total energy**: -9676.5551 eV
**HOMO**: -9.71 eV
**SMILES**: N=C=CC=O.N#N

---

(11)
The following is a DFT calculation (the ωB97M-V functional and the def2-TZVPD basis) of C3H3N3O as an isolated structure at a distorted geometry.

```
10
Properties=species:S:1:pos:R:3:nbo_charge:R:1
O -0.2080 0.0433 -0.9965 -0.558
N -0.0628 2.8326 -0.1834 0.011
N -0.9674 2.6411 0.4157 -0.009
N 2.0468 -0.5469 -0.0117 -0.631
C -0.3201 -1.3116 0.6117 -0.460
C 0.8187 -0.6627 -0.0095 0.573
C -1.1059 -0.6454 -0.2543 0.241
H -2.1740 -0.5484 -0.4087 0.204
H 2.4273 0.2011 -0.5866 0.385
H -0.4547 -2.0031 1.4232 0.244
```

**Maximum force**: 1.94 eV Å⁻¹
**Orbital gap**: 10.02 eV
**Calculated total energy**: -9675.7938 eV
**HOMO**: -9.38 eV

---

(12)
The following is a DFT calculation (the ωB97M-V functional and the def2-TZVPD basis) of an isolated molecule of C3H3N3O at a distorted geometry.

```
10
Properties=species:S:1:pos:R:3:nbo_charge:R:1
O 2.0171 -0.3155 -0.2708 -0.654
N -2.0396 1.5588 -0.2944 0.055
N -0.9352 1.5201 -0.0348 0.077
N -0.1700 -1.0409 -0.0524 -0.461
C 0.3133 1.2587 0.2353 -0.323
C 0.6969 -0.1115 -0.0397 0.473
C -1.3222 -1.5292 -0.2865 -0.043
H -1.6587 -2.1228 0.5880 0.132
H 2.1473 -1.2528 -0.4735 0.494
H 0.9511 2.0352 0.6288 0.250
```

**Maximum force**: 1.41 eV Å⁻¹
**Orbital gap**: 8.01 eV
**Calculated total energy**: -9672.8688 eV
**HOMO**: -7.57 eV